[1]
This record from the Open Molecules 2025 dataset describes a molecular structure, C52H51CrF3N2O6S3. The level of theory is the ωB97M-V functional and the def2-TZVPD basis.

Geometry as XYZ:
```
118
Properties=species:S:1:pos:R:3:forces:R:3
Cr 0.05347 0.32089 0.10478 -0.66 0.13 0.18
S -1.15029 2.82369 -1.78527 -0.17 -0.07 0.02
S -2.86275 0.65592 1.01358 -0.14 -0.08 -0.14
S -1.55856 -3.80925 4.15636 0.15 0.08 0.16
F -2.06318 -0.28750 -4.37171 0.00 0.00 0.02
F -0.35746 -1.49576 -4.93297 -0.01 0.00 0.02
F -1.64253 -2.13328 -3.31852 0.05 0.03 -0.05
O -0.57946 -0.35278 -1.69373 0.05 0.12 0.01
O 0.67880 0.45622 -3.40710 0.03 -0.03 0.13
O 0.57824 1.23517 1.81522 0.00 0.05 -0.21
O -1.22829 1.75371 3.06965 -0.07 -0.07 -0.22
O -1.78472 -3.84947 2.69425 -0.15 -0.08 -0.12
O -1.70950 -0.33792 0.97112 0.24 -0.05 0.01
N -1.04321 2.09268 -0.34881 0.26 0.10 -0.08
N 1.68102 1.10325 -0.74745 0.02 0.39 0.13
C 1.55706 5.54056 -0.35398 0.06 0.02 -0.02
C -0.19577 -0.22582 -2.89154 0.00 -0.03 -0.06
C -3.72502 -1.36287 2.83359 -0.07 -0.03 -0.03
C -5.60937 0.79650 -1.91850 0.01 -0.02 -0.01
C -4.61532 3.89294 -3.40006 0.03 -0.06 -0.03
C 0.86581 2.74180 3.59279 0.05 0.03 0.01
C 2.03822 -1.12397 4.87827 -0.06 -0.05 0.02
C 2.43864 -6.97941 1.60832 0.00 0.00 0.04
C 1.59386 6.48232 -1.37163 0.00 -0.01 0.00
C 0.37884 -2.03098 3.39137 -0.16 -0.10 0.14
C 3.00843 -3.00300 -3.81966 -0.03 0.07 -0.01
C 1.16499 -1.30520 0.33401 -0.10 -0.22 0.04
C 2.38449 -4.65097 0.85485 0.04 -0.07 0.07
C -3.94834 0.06517 2.34017 -0.06 0.01 0.04
C 1.70780 -2.39257 0.14153 -0.03 -0.07 -0.03
C 2.52230 -5.23115 3.22958 -0.01 0.00 0.05
C 1.51259 -1.86200 5.93693 0.01 -0.01 -0.04
C 4.28368 -4.90051 -3.15378 0.01 -0.01 -0.03
C 2.52829 -6.59439 2.94384 0.00 -0.02 -0.03
C -0.13853 -2.75273 4.45424 -0.01 0.09 -0.15
C 4.64332 0.74446 -2.19156 0.05 0.01 0.02
C 2.49215 -2.89779 -2.54335 -0.03 0.03 0.05
C -4.46571 -1.31399 -2.13825 0.04 -0.03 -0.01
C 2.36432 -6.04148 0.59391 0.03 0.02 -0.01
C 2.82865 -3.80868 -1.50504 -0.06 0.03 -0.01
C -4.81213 1.11310 -0.82919 0.00 0.02 0.00
C 4.56429 3.00604 -1.07971 0.01 -0.03 0.03
C 3.76299 -4.81236 -1.87493 -0.02 0.01 0.05
C -2.65075 3.59828 -2.00436 0.09 0.00 -0.13
C -5.43988 -0.42201 -2.56503 0.00 0.04 0.01
C -5.13849 4.85835 -2.49214 -0.04 0.02 0.02
C -2.78822 -2.66417 4.86056 0.04 -0.06 0.02
C 2.44940 -4.29033 2.22019 0.02 0.06 -0.05
C -0.03490 4.24430 -1.59786 0.03 0.06 0.00
C 3.91484 -4.00795 -4.15624 0.00 -0.02 0.01
C 3.37709 2.64193 -3.28210 -0.03 0.02 0.03
C -3.41619 3.28001 -3.16576 -0.03 -0.02 -0.03
C 1.47991 -1.21237 3.61172 0.07 0.16 0.05
C -0.00009 5.18510 -2.62192 -0.01 -0.03 0.03
C 3.80341 2.00557 -1.95168 -0.11 -0.03 -0.10
C 0.42198 -2.68977 5.72355 0.00 -0.01 0.02
C -1.06340 -1.06128 -3.87808 -0.08 -0.05 0.00
C 0.81824 6.29675 -2.51254 0.02 0.00 0.02
C -2.94077 -1.33502 4.13977 0.07 0.10 0.07
C 0.75383 4.41069 -0.46918 0.02 -0.06 -0.07
C 2.58408 1.56912 -1.25710 0.49 -0.03 -0.14
C -3.65830 -1.00483 -1.05151 -0.02 -0.04 0.05
C 2.29617 -3.64325 -0.17452 0.16 0.11 -0.16
C -0.03399 1.83082 2.76677 0.05 -0.09 0.21
C -4.38094 5.18047 -1.35605 0.00 0.01 0.04
C -3.86375 0.19713 -0.39496 -0.03 0.00 0.03
C -3.16619 4.58935 -1.09589 0.01 -0.01 0.09
H -1.96292 -0.88838 3.94041 0.01 0.00 0.07
H -1.30057 2.73240 0.40051 0.03 -0.06 0.05
H 5.00471 -5.68436 -3.37010 0.00 0.00 0.00
H 2.45001 -3.23444 2.46314 0.06 -0.15 -0.04
H 2.40384 -8.03451 1.35237 0.00 0.00 0.00
H -3.72386 -3.23071 4.88596 -0.01 0.03 -0.05
H 2.89946 -0.48739 5.04238 0.01 0.00 0.01
H 5.56337 1.02786 -2.70850 -0.01 -0.01 0.01
H -4.76139 5.91921 -0.65598 0.01 -0.01 0.00
H 2.22229 7.36020 -1.27893 0.00 -0.01 0.00
H 2.67980 1.98999 -3.80874 0.03 -0.01 -0.02
H -2.46617 -2.50078 5.89281 0.01 -0.08 0.00
H 0.92251 3.71268 3.09226 0.01 0.00 0.00
H 2.58606 -7.33148 3.73623 0.00 -0.01 0.00
H 2.58326 -4.89549 4.26097 -0.02 0.02 0.00
H -4.89735 2.08377 -0.35068 0.01 0.00 -0.02
H 1.89275 -0.66016 2.77499 -0.07 -0.06 0.03
H -2.60776 4.85285 -0.20356 -0.01 0.01 -0.02
H -3.04116 2.52290 -3.84742 -0.01 0.02 0.00
H 1.96469 -1.80550 6.91993 0.00 0.01 0.01
H -3.44395 -0.65832 4.83981 0.00 0.06 -0.04
H 0.01704 -3.29111 6.53151 0.01 0.00 0.00
H -4.95715 0.22382 1.95731 0.01 0.02 -0.02
H -0.63722 5.04500 -3.48792 -0.01 0.00 0.01
H 5.45761 3.33016 -1.61793 0.00 0.00 0.00
H -3.76980 0.78679 3.13924 0.02 -0.02 0.03
H 3.95222 3.88012 -0.86329 -0.04 0.05 0.01
H 4.31549 -4.09254 -5.15975 0.00 0.00 0.01
H 4.89776 0.25732 -1.24984 0.00 0.01 0.00
H -2.85973 -1.66242 -0.73064 -0.01 0.01 -0.01
H 4.10121 0.02412 -2.79783 -0.07 -0.09 -0.08
H 2.16445 5.67420 0.53394 0.00 0.01 0.00
H -4.30845 -2.24470 -2.66940 0.01 0.04 0.01
H -4.70279 -1.83042 2.98800 0.04 -0.06 0.02
H 0.44826 2.88956 4.58695 0.00 -0.01 -0.01
H -0.05177 -2.13273 2.39993 0.06 0.04 0.05
H 2.88807 3.60347 -3.11022 -0.02 -0.01 0.00
H -6.09422 5.33283 -2.67430 0.01 0.00 0.00
H 4.11201 -5.51327 -1.12827 -0.01 0.01 0.01
H 4.87159 2.54859 -0.13822 -0.01 0.01 -0.01
H 0.75328 3.64437 0.29734 -0.03 -0.01 0.02
H 1.87355 2.33308 3.65070 0.01 0.00 0.01
H 4.26639 2.80193 -3.89585 -0.01 0.02 0.00
H -6.04566 -0.66097 -3.43123 0.00 0.00 0.01
H -5.18284 3.62027 -4.28377 0.01 0.00 0.00
H -3.18493 -1.96393 2.10228 -0.03 0.03 -0.05
H -6.32737 1.52002 -2.28307 0.01 0.00 0.01
H 0.84366 7.02725 -3.31214 0.00 0.00 0.00
H 2.24546 -6.38058 -0.42730 0.01 0.00 0.01
H 1.79846 -2.09772 -2.31048 0.02 -0.02 0.00
H 2.68258 -2.28837 -4.57080 0.02 -0.01 0.03
```
Forces are in eV/Å.

Results
<S²>: 6.05
ΔE to the lowest compared entry with this formula, charge and spin: 0.271 eV
charge: -2
multiplicity: 5
gap between HOMO and LUMO (alpha / beta): 3.833 / 3.968 eV
LUMO level (alpha / beta): 3.85 / 3.85 eV
F_max: 0.697 eV Å⁻¹

Results of the Löwdin charge analysis, in e, for atoms 1 through 4: 0.692 1.052 1.033 0.938

[2]
This record from the Open Molecules 2025 dataset describes 16 unconnected molecules or ions with the total composition C52H58ClF10N3O23S2. The level of theory is the ωB97M-V functional and the def2-TZVPD basis.

Geometry as XYZ:
```
149
Properties=species:S:1:pos:R:3:forces:R:3
Cl -9.62253 -27.85886 -5.92243 -0.22 -0.43 -0.07
S -13.68032 -30.10382 -2.20087 0.29 -1.30 -0.30
S -3.00380 -24.74933 -4.72318 0.10 -0.51 1.37
F -6.60123 -23.89348 -8.76795 0.29 0.23 -0.06
F -4.73770 -26.41976 -8.88071 -2.61 0.18 -1.47
F -6.79870 -25.88624 -0.10603 -0.97 -0.73 -0.26
F -5.23947 -32.09573 -11.92574 0.47 0.92 1.67
F -13.46350 -24.80990 -6.67598 -0.13 0.32 0.29
F -9.13604 -30.56039 1.51065 -0.34 -0.49 1.58
F -4.52945 -28.32622 2.31570 -0.93 0.73 2.13
F -8.00111 -17.02800 -9.51144 0.61 -0.73 -0.19
F -9.92080 -20.12544 -6.25729 -1.01 -0.48 -0.31
F -8.88446 -24.45096 -3.08476 0.45 0.39 -0.80
O -2.62042 -27.06240 -8.90581 1.35 -0.96 -1.90
O -2.20612 -26.12658 -5.20333 -1.50 2.57 -2.14
O -5.43549 -22.21186 -1.61515 -1.01 -2.56 -0.22
O -4.88459 -23.63490 -0.03953 1.22 0.78 1.32
O -4.30197 -24.63541 -5.38656 2.67 -0.41 1.24
O -14.74125 -26.12810 -10.40330 2.49 0.56 3.87
O -9.27861 -21.93855 -5.08741 -3.42 0.16 0.80
O -2.10321 -23.61151 -4.60782 -1.47 -1.96 -0.82
O -14.23931 -26.33327 -8.13483 -0.85 -0.14 -0.56
O -13.64508 -29.67239 -3.80489 -5.80 1.39 4.26
O -12.77769 -25.40975 -9.46684 -0.15 0.42 -1.62
O -5.96564 -24.53772 -1.68259 -0.60 2.01 -1.57
O -1.10702 -26.40200 -10.65471 -3.55 0.66 3.10
O -7.40541 -23.07456 -5.37493 -1.11 3.27 1.58
O -5.49098 -27.94772 -6.00910 -0.79 0.65 -1.19
O -2.50606 -24.98263 -9.51091 0.73 2.17 -1.00
O -14.37567 -31.40614 -2.08580 1.55 3.26 -0.22
O -5.44941 -27.72049 -3.88635 -0.50 1.42 1.74
O -4.31670 -29.26608 -4.81653 0.46 -0.22 0.18
O -3.16183 -25.37938 -3.21328 -2.95 1.89 -0.89
O -14.00632 -29.01960 -1.24982 1.13 -2.54 -2.89
O -7.46286 -20.77980 -4.98252 1.39 -0.60 0.28
O -12.05489 -30.34011 -2.31797 -0.64 0.07 2.30
N -5.07167 -28.28560 -4.88698 0.83 -2.21 -0.59
N -7.70575 -30.12882 -6.85796 -0.43 -0.91 0.58
N -7.40382 -26.00644 -4.94858 0.93 0.85 1.32
C -12.56150 -29.94002 -4.51023 2.78 -1.03 -1.30
C -6.69769 -20.31162 -8.69597 1.14 -0.03 0.67
C -11.65621 -30.80140 -3.58823 -0.33 0.36 -0.91
C -4.73274 -25.01442 0.10200 1.72 0.23 2.81
C -7.41609 -23.68137 -9.81935 -1.60 -0.35 -0.32
C -7.16578 -18.11813 -9.50643 -0.66 0.42 1.77
C -4.06671 -30.31265 -8.31819 -0.67 -0.11 -0.64
C -9.71650 -20.60819 -4.99591 1.58 1.98 0.21
C -8.44103 -19.83631 -4.54326 -0.23 -1.36 1.36
C -5.50620 -20.31430 -9.40682 -0.98 0.32 0.58
C -8.78713 -23.48873 -9.54097 1.11 -0.17 -0.95
C -7.50804 -30.66721 -1.68045 -0.90 -0.58 -0.64
C -6.95816 -23.79684 -11.11056 -0.04 0.17 -1.46
C -8.78230 -30.25101 0.29689 -0.20 1.85 -2.66
C -11.85558 -25.72589 -1.46495 -0.03 0.43 -1.63
C -1.84353 -26.94772 -4.16395 1.83 -2.03 0.46
C -11.04459 -25.22953 -2.49950 0.38 -1.75 -0.30
C -8.08287 -29.54971 -2.27649 1.00 -0.59 -1.23
C -12.05174 -25.74259 -8.31707 0.69 0.15 0.31
C -3.98959 -28.66736 1.19143 0.72 -1.55 -2.38
C -5.45389 -23.34491 -1.18319 0.21 1.73 -0.68
C -2.75481 -29.44221 -1.23717 -1.00 0.67 0.83
C -3.63513 -26.38469 -8.20112 3.57 -0.19 1.93
C -4.80686 -29.10336 0.14691 2.07 0.76 -1.17
C -7.99141 -22.01822 -5.06318 3.58 -2.12 -2.83
C -9.17851 -23.38863 -11.94348 0.65 0.57 -0.27
C -5.96727 -18.08816 -10.15879 -0.22 1.82 -1.17
C -1.98685 -26.14599 -9.81815 1.85 -2.50 -0.98
C -8.96624 -28.75560 -1.61747 0.09 -0.19 0.86
C -5.06347 -29.69403 -9.13582 0.87 -1.51 0.79
C -7.94060 -31.06861 -0.44212 0.10 0.01 1.37
C -9.80763 -24.70345 -2.16605 -2.25 -0.46 0.30
C -7.82106 -23.59427 -12.23004 -0.28 -0.30 2.43
C -10.37274 -24.83636 0.17697 -0.03 0.97 -0.77
C -5.14613 -19.14193 -10.06343 1.86 -3.60 -0.04
C -4.85378 -31.49661 -10.71933 0.41 -1.30 0.04
C -5.48749 -30.35052 -10.28385 0.18 0.31 -1.13
C -4.13670 -29.40022 -1.09740 -1.49 -0.54 1.27
C -2.60038 -28.73143 1.08878 -0.04 0.23 -0.05
C -5.69294 -25.56152 -0.80907 0.32 -1.14 -1.25
C -2.96351 -25.04065 -8.18181 -1.69 0.60 0.83
C -2.13879 -26.24353 -2.90444 1.50 0.33 1.34
C -13.16283 -25.95366 -7.33344 0.25 -1.31 0.47
C -13.99632 -25.96844 -9.41884 -2.08 -0.28 -3.28
C -3.87815 -32.11491 -9.93479 -0.50 0.12 0.55
C -9.66418 -23.38899 -10.63103 0.76 0.00 0.62
C -11.54925 -25.47965 -0.17223 0.02 -0.02 1.61
C -2.01384 -29.07798 -0.11126 0.42 -0.49 -0.57
C -3.50704 -31.55311 -8.68911 -0.82 0.91 -1.54
C -9.54639 -24.41882 -0.86728 1.23 0.27 1.22
C -7.44351 -19.15585 -8.61491 -1.11 0.16 -0.88
C -9.28356 -29.07426 -0.29892 0.14 0.27 0.18
H -12.30808 -25.80490 0.52404 0.35 0.00 0.57
H -13.01337 -26.78482 -6.64428 0.14 0.37 0.34
H -5.88028 -29.09613 0.26565 -0.08 -0.11 -0.19
H -2.73257 -32.07909 -8.15068 -0.09 0.24 0.40
H -10.14538 -24.51313 1.18207 0.02 -0.28 0.11
H -0.93832 -29.14095 -0.18658 0.17 0.09 0.21
H -2.38935 -26.95544 -2.11799 -0.43 0.28 0.03
H -6.90110 -29.65914 -6.46801 0.84 1.03 -0.53
H -5.51455 -28.76097 -8.83195 0.09 0.11 -0.02
H -7.81005 -30.18073 -7.86121 0.93 -0.25 -0.41
H -10.57625 -20.48588 -4.33716 -0.16 -0.33 -0.47
H -12.09594 -28.97396 -4.70535 0.48 -0.29 -0.74
H -7.42626 -25.04797 -5.26630 -0.24 0.74 -0.06
H -4.18302 -19.25683 -10.53841 0.11 0.88 -0.36
H -11.81772 -31.87245 -3.71019 -0.18 -0.03 0.17
H -8.21257 -26.54419 -5.22578 -0.55 -0.83 -0.87
H -10.59989 -30.57327 -3.73055 -0.10 0.12 0.24
H -4.79385 -29.72474 -1.89065 0.15 0.14 -0.34
H -3.77816 -26.83139 -7.21720 0.08 -0.18 -0.16
H -12.96779 -30.49504 -5.35580 0.92 0.14 -0.58
H -9.33470 -27.89005 -2.14798 -0.35 0.19 0.36
H -11.20816 -25.54693 -3.51877 -0.26 0.24 -0.24
H -6.49323 -26.40099 -5.13634 0.30 -0.79 -1.02
H -4.98787 -25.26410 1.13189 0.06 -0.14 -0.02
H -6.83926 -21.16622 -8.05099 -0.61 -0.03 0.09
H -0.76986 -27.11243 -4.25448 0.08 -0.15 0.04
H -12.75547 -26.30635 -1.60509 -0.08 0.12 -0.70
H -11.45395 -26.62942 -8.52751 -0.06 -0.14 0.30
H -8.23814 -18.81475 -4.86473 -0.31 -0.44 -0.95
H -9.84446 -28.30195 0.20639 -0.36 -0.46 0.60
H -6.19031 -29.94877 -10.99873 -0.32 0.35 0.23
H -3.71337 -25.36007 -0.06976 0.14 0.35 -0.25
H -8.34439 -19.76283 -3.46004 -0.25 -0.28 0.24
H -7.39519 -23.67780 -13.21901 -0.23 0.22 -0.08
H -2.32361 -27.92622 -4.17610 -0.46 0.14 -0.52
H -1.96793 -28.54906 1.94502 -0.13 0.22 0.13
H -8.61189 -23.89219 -0.74168 0.13 0.01 0.63
H -10.73025 -23.32472 -10.47055 -0.06 0.28 0.07
H -1.31880 -25.60852 -2.56906 0.43 -0.25 0.12
H -7.37829 -26.03228 -3.93923 -0.30 0.50 0.52
H -2.31123 -29.72366 -2.18079 0.09 -0.03 0.02
H -2.10859 -24.98990 -7.50753 -0.13 -0.17 0.09
H -7.86050 -29.27325 -3.29654 0.33 -0.12 -0.19
H -5.61541 -17.27796 -10.78023 -0.46 0.40 0.10
H -3.48334 -33.08580 -10.19536 0.11 0.06 -0.33
H -9.01564 -23.41593 -8.48792 -0.58 -0.08 0.00
H -5.92862 -24.02579 -11.34297 0.21 0.01 0.37
H -9.84386 -23.03295 -12.71627 -0.20 -0.57 -0.25
H -6.91619 -31.39339 -2.21781 0.39 0.34 -0.27
H -3.70547 -24.28695 -7.91813 0.32 0.43 -0.56
H -4.92151 -21.21647 -9.30366 0.46 0.19 -0.46
H -7.73002 -31.01810 -6.37973 -0.01 -0.73 -0.42
H -8.54398 -29.64580 -6.56785 -0.99 1.43 0.82
H -5.20886 -26.35188 -1.38274 -1.07 -0.74 -0.05
H -7.57792 -31.96960 0.03016 0.08 -0.15 -0.06
H -3.79751 -29.81121 -7.40033 0.15 -0.06 0.12
H -11.38256 -24.93151 -8.02995 -0.17 0.02 -0.05
H -8.30394 -19.10595 -7.96408 -0.16 0.11 -0.08
```
Forces are in eV/Å.

Results
gap between HOMO and LUMO: 8.452 eV
LUMO level: -0.72 eV
F_max: 7.331 eV Å⁻¹

Results of the Löwdin charge analysis, in e, for atoms 1 through 4: -0.149 0.784 0.745 0.044